Record 1
{
  "formula": "ClHNOPS",
  "method": "ωB97M-V/def2-TZVPD",
  "homo_ha": -0.395,
  "homo_lumo_gap_ev": 7.21,
  "symbols": ["N", "O", "P", "S", "Cl", "H"],
  "xyz": [[0.31052, 0.14824, -0.19480], [-0.77634, 0.56456, 2.18506], [-0.77862, -0.06403, 0.90667], [-1.72543, -2.04462, 0.43798], [-0.91135, -3.22363, -1.49927], [0.35593, -0.39139, -1.00664]]
}



Record 2
{
  "formula": "C39H47BrCuNO4PSSi",
  "method": "ωB97M-V/def2-TZVPD",
  "homo_ha": [-0.269, -0.287],
  "s2": 0.76,
  "multiplicity": 2,
  "homo_lumo_gap_ev": [7.68, 6.92],
  "symbols": ["Cu", "C", "C", "C", "C", "O", "Si", "S", "O", "C", "C", "C", "C", "O", "C", "C", "C", "C", "H", "H", "H", "H", "H", "H", "H", "H", "H", "H", "H", "H", "H", "H", "H", "H", "H", "H", "H", "H", "H", "H", "H", "H", "H", "H", "H", "C", "C", "C", "C", "C", "C", "P", "C", "C", "C", "C", "C", "C", "C", "C", "C", "C", "C", "C", "C", "C", "C", "C", "H", "H", "H", "H", "H", "H", "H", "H", "H", "H", "H", "H", "H", "H", "H", "H", "O", "C", "C", "C", "N", "C", "Br", "C", "H", "H", "H", "H"],
  "xyz": [[-1.03745, -0.86805, -0.61233], [4.64865, -1.66125, -1.36323], [3.30645, -2.23785, -0.91813], [3.44265, -2.81385, 0.49147], [2.83545, -3.30175, -1.91063], [2.29985, -1.23975, -0.89103], [2.38375, 0.34265, -0.56283], [0.35735, 0.96655, -0.52493], [3.21685, 1.20855, -1.65833], [2.88405, 1.63175, -2.97343], [1.92875, 0.65765, -3.66143], [2.23475, 3.01365, -2.87903], [4.20345, 1.70985, -3.74683], [3.11605, 0.52525, 0.87147], [3.64205, 1.62825, 1.58977], [5.16565, 1.57625, 1.44147], [3.23305, 1.43265, 3.05537], [3.10625, 2.95765, 1.06917], [5.38585, -2.45385, -1.47203], [5.00505, -0.94585, -0.62743], [4.54375, -1.15325, -2.31833], [2.55955, -3.38895, 0.75307], [3.54365, -1.98865, 1.19307], [4.31375, -3.45905, 0.56087], [3.55065, -4.11795, -1.96083], [2.72805, -2.86085, -2.89903], [1.87045, -3.69355, -1.60493], [0.95895, 0.67825, -3.17093], [2.31835, -0.35475, -3.60233], [1.80305, 0.93035, -4.70663], [1.36985, 2.95115, -2.22233], [1.91985, 3.35525, -3.86213], [2.93885, 3.72935, -2.46133], [4.64735, 0.72035, -3.83173], [4.90345, 2.35715, -3.22323], [4.03065, 2.10455, -4.74473], [5.53985, 0.62165, 1.80497], [5.63505, 2.37965, 2.00237], [5.41995, 1.67325, 0.38937], [3.52285, 0.43925, 3.39127], [2.15365, 1.53215, 3.15187], [3.71825, 2.17395, 3.68547], [3.39575, 3.08035, 0.03097], [3.50915, 3.77645, 1.66107], [2.02045, 2.96535, 1.12037], [-4.30255, 3.13005, -3.47303], [-4.52445, 1.76315, -3.42643], [-4.05825, 1.02135, -2.35833], [-3.38175, 1.64525, -1.30633], [-3.16655, 3.01935, -1.35513], [-3.62695, 3.75255, -2.43443], [-2.70775, 0.56935, -0.01923], [-2.66395, 1.49205, 1.53407], [-3.30625, 1.01685, 2.67617], [-3.20015, 1.70435, 3.87167], [-2.43975, 2.86275, 3.94897], [-1.73385, 3.29455, 2.83667], [-1.81985, 2.60335, 1.64297], [-4.00145, -0.69035, 0.11647], [-5.26395, -0.37145, 0.55687], [-6.25965, -1.35275, 0.59457], [-6.00675, -2.61205, 0.12447], [-4.74055, -2.95155, -0.39763], [-4.47715, -4.22035, -0.95573], [-3.24805, -4.49385, -1.48373], [-2.22595, -3.52865, -1.45593], [-2.40195, -2.29155, -0.88463], [-3.69705, -1.98445, -0.37453], [-4.64725, 3.70965, -4.31953], [-5.05635, 1.26955, -4.22803], [-4.22215, -0.04585, -2.33633], [-2.64795, 3.52005, -0.55403], [-3.44855, 4.81805, -2.46683], [-3.88155, 0.10315, 2.62987], [-3.71005, 1.33305, 4.74927], [-2.37055, 3.40855, 4.88037], [-1.10025, 4.16915, 2.90427], [-1.19845, 2.88105, 0.80467], [-5.48645, 0.63875, 0.87117], [-7.23015, -1.09685, 0.99367], [-6.78855, -3.36105, 0.13137], [-5.26525, -4.95785, -0.96923], [-3.04245, -5.46105, -1.91613], [-1.27265, -3.79115, -1.89283], [0.39765, -2.63085, 5.48457], [0.17505, -2.40145, 4.17907], [0.01265, -1.12135, 3.64687], [-0.22255, -0.98745, 2.29377], [-0.29295, -2.01605, 1.46117], [-0.11425, -3.21695, 1.97077], [-0.13885, -4.68555, 0.78307], [0.10895, -3.48705, 3.30827], [0.47705, -1.79795, 5.96527], [0.06655, -0.24555, 4.27537], [-0.35425, -0.01215, 1.84447], [0.23425, -4.49245, 3.67487]]
}



Record 3
{
  "formula": "C5H6BrNS",
  "method": "ωB97M-V/def2-TZVPD",
  "homo_ha": [-0.303, -0.280],
  "homo_lumo_gap_ev": [7.01, 6.41],
  "symbols": ["C", "C", "C", "C", "C", "N", "S", "Br", "H", "H", "H", "H", "H", "H"],
  "xyz": [[1.84146, -0.26594, 0.11025], [0.63866, 0.22899, -0.14386], [-0.64972, -1.24566, -1.52196], [-1.81305, -0.62366, -2.03783], [0.66687, 1.14702, 2.59077], [2.95026, -0.51517, 0.37773], [-0.19275, 1.15834, 0.95547], [0.56544, -2.18641, -2.51926], [-1.83017, -0.26377, -3.17004], [-2.67280, -1.31039, -2.02269], [-1.99623, 0.31383, -1.55715], [0.87277, 0.04598, 2.96628], [0.10799, 1.69484, 3.33383], [1.51129, 1.82200, 2.63846]]
}



For reference, electronic energy by record: -36198.4876; -193575.7795; -87643.2423 eV.
For reference, relative energy (zero: lowest compared OMol25 entry of this formula, charge and spin) by record: 45.6; 14.2; 149.8 kcal per mole.